This record from the OMol25 dataset describes a structure of composition C36H28F3IN3O3RuS3. The level of theory is ωB97M-V with the def2-TZVPD basis set.

Output
* charge: +1
* electronic energy: -99736.560 eV

Geometry as XYZ:
```
78
C36H28F3IN3O3RuS3, DFT ωB97M-V with the def2-TZVPD basis set
Ru -0.730 0.830 -0.179
S 0.792 0.277 3.957
C -0.907 0.531 4.213
C -1.603 0.472 5.416
C -2.945 0.792 5.398
C -3.573 1.175 4.208
C -2.888 1.219 3.012
C -1.537 0.866 3.013
N -0.652 0.903 1.933
C 0.586 0.659 2.302
C 1.665 0.718 1.318
C 3.011 0.636 1.674
C 3.983 0.758 0.699
C 3.607 0.963 -0.624
C 2.268 1.032 -0.983
C 1.276 0.901 -0.022
H -1.105 0.197 6.335
H -3.514 0.758 6.316
H -4.623 1.433 4.221
H -3.390 1.487 2.094
H 3.298 0.489 2.709
H 5.028 0.702 0.967
H 4.368 1.059 -1.388
H 2.004 1.157 -2.026
C 2.584 -3.367 0.941
C 2.734 -3.940 -0.468
C 4.216 -3.877 -0.865
C 2.266 -5.401 -0.448
C 1.921 -3.155 -1.495
C 1.879 -3.607 -2.829
C 1.141 -2.965 -3.795
C 0.439 -1.819 -3.429
S -0.627 -0.861 -4.409
C -0.926 0.141 -3.064
N -0.273 -0.162 -1.965
C 0.501 -1.324 -2.129
C 1.228 -2.011 -1.154
C -1.836 1.250 -2.941
C -2.677 1.731 -3.943
C -3.564 2.746 -3.649
C -3.615 3.248 -2.353
C -2.773 2.769 -1.359
C -1.857 1.767 -1.644
H 3.157 -3.977 1.640
H 1.543 -3.370 1.271
H 2.965 -2.345 1.004
H 4.822 -4.423 -0.140
H 4.566 -2.843 -0.896
H 4.389 -4.321 -1.846
H 2.831 -5.961 0.299
H 2.415 -5.892 -1.409
H 1.206 -5.468 -0.195
H 2.426 -4.498 -3.105
H 1.096 -3.348 -4.805
H 1.219 -1.661 -0.138
H -2.643 1.297 -4.934
H -4.225 3.135 -4.411
H -4.323 4.030 -2.108
H -2.881 3.186 -0.364
F -4.690 -2.385 0.874
C -3.414 -2.337 1.218
F -2.900 -3.559 1.200
F -3.311 -1.844 2.449
S -2.505 -1.286 0.009
O -2.967 0.096 0.219
O -2.774 -1.862 -1.267
O -1.100 -1.302 0.435
I 1.985 5.790 -2.119
C 0.736 4.915 -0.716
C 0.183 5.642 0.327
C -0.663 4.982 1.200
C -0.912 3.635 1.027
N -0.347 2.920 0.040
C 0.441 3.570 -0.826
H 0.393 6.696 0.445
H -1.142 5.504 2.017
H -1.589 3.120 1.688
H 0.834 2.987 -1.645
```

---

This record from the OMol25 dataset describes a structure of composition CH3FOS. The level of theory is ωB97M-V with the def2-TZVPD basis set.

Output
* electronic energy: -16680.208 eV

Geometry as XYZ:
```
7
CH3FOS, DFT ωB97M-V with the def2-TZVPD basis set
C -0.123 -0.464 -0.850
O -0.342 0.797 1.798
F 0.620 1.753 1.812
S 0.538 -0.924 0.752
H -1.198 -0.620 -0.881
H 0.371 -1.112 -1.572
H 0.133 0.570 -1.059
```

---

Calculated values (eV) of orbital gap for the records, taken in order: 7.8, 8.2.
Calculated values (kJ/mol) of energy relative to the best compared isomer or geometry (same formula, charge and spin) for the records, taken in order: 10.8, 509.4.
Calculated values (eV/Å) of max |F| for the records, taken in order: 1.24, 4.27.